Entry 1:
{
  "formula": "C26H76Cl4O30P6",
  "method": "ωB97M-V/def2-TZVPD",
  "symbols": ["C", "O", "P", "O", "O", "C", "O", "C", "H", "H", "H", "H", "H", "H", "H", "H", "H", "C", "O", "P", "O", "O", "C", "O", "C", "H", "H", "H", "H", "H", "H", "H", "H", "H", "C", "O", "P", "O", "O", "C", "O", "C", "H", "H", "H", "H", "H", "H", "H", "H", "H", "C", "O", "P", "O", "O", "C", "O", "C", "H", "H", "H", "H", "H", "H", "H", "H", "H", "C", "O", "P", "O", "O", "C", "O", "C", "H", "H", "H", "H", "H", "H", "H", "H", "H", "C", "O", "P", "O", "O", "C", "O", "C", "H", "H", "H", "H", "H", "H", "H", "H", "H", "Cl", "C", "Cl", "H", "H", "Cl", "C", "Cl", "H", "H", "O", "C", "C", "O", "H", "H", "H", "H", "H", "H", "O", "C", "C", "O", "H", "H", "H", "H", "H", "H", "O", "C", "C", "O", "H", "H", "H", "H", "H", "H"],
  "positions_angstrom": [[26.463641, -31.383366, -8.204164], [27.205200, -32.611490, -8.169823], [28.557412, -32.688822, -7.305607], [29.144722, -34.028351, -7.363259], [29.438821, -31.473884, -7.810193], [30.005199, -31.474327, -9.132455], [28.117350, -32.119718, -5.876251], [27.468766, -32.969030, -4.938574], [25.462757, -31.676244, -8.503870], [26.926673, -30.763457, -8.974834], [26.408511, -30.780628, -7.295784], [30.981474, -31.005365, -9.060066], [29.348801, -30.905913, -9.792382], [30.078916, -32.504705, -9.482292], [28.160100, -33.384764, -4.198871], [27.038112, -33.832827, -5.447064], [26.757713, -32.377917, -4.364572], [23.755743, -31.785339, -4.433350], [24.830770, -30.992525, -3.964631], [24.964896, -30.604216, -2.425953], [23.772444, -29.966850, -1.856468], [26.260220, -29.651130, -2.391138], [26.420700, -28.707324, -3.455936], [25.450602, -31.965783, -1.765360], [26.228578, -31.990524, -0.564790], [23.008819, -31.963428, -3.661777], [24.101472, -32.739052, -4.840548], [23.281848, -31.316092, -5.299066], [26.220451, -27.704491, -3.077781], [25.791813, -28.901424, -4.321003], [27.456718, -28.706801, -3.788878], [25.800537, -32.791381, 0.032918], [26.255014, -31.050528, -0.017284], [27.262753, -32.251956, -0.791530], [21.547687, -26.016530, -8.150514], [20.250569, -25.431281, -8.062342], [19.354361, -25.666684, -6.765595], [19.657003, -24.852265, -5.585390], [19.461931, -27.240212, -6.446804], [19.010978, -28.139128, -7.446727], [17.867546, -25.565407, -7.352521], [16.779718, -25.611523, -6.438197], [22.250163, -25.179576, -8.138004], [21.717866, -26.544393, -9.090740], [21.823464, -26.686419, -7.337372], [18.898987, -27.680478, -8.437060], [18.033345, -28.536820, -7.177505], [19.718892, -28.935331, -7.681803], [17.116043, -25.948060, -5.451935], [16.070113, -26.354737, -6.807494], [16.269556, -24.660430, -6.291137], [30.465813, -23.715740, -10.561269], [30.162319, -22.405624, -9.998680], [28.655344, -22.111199, -9.545049], [27.969803, -23.129287, -8.738562], [28.852892, -20.724670, -8.766744], [29.831963, -20.668107, -7.745019], [27.940489, -21.650524, -10.893866], [27.228275, -22.593379, -11.707497], [31.063054, -24.232437, -9.817138], [31.009261, -23.475598, -11.473838], [29.581352, -24.268406, -10.873309], [30.094012, -19.614640, -7.618834], [30.784850, -21.151290, -7.961221], [29.489488, -20.981287, -6.758928], [27.689319, -22.620370, -12.696473], [26.190574, -22.280017, -11.785173], [27.274288, -23.625856, -11.352077], [23.789803, -23.898594, -5.375906], [23.293045, -25.235235, -5.445725], [22.540883, -25.903500, -4.201374], [21.608658, -25.061830, -3.457108], [21.966363, -27.235458, -4.871027], [22.678592, -28.455046, -4.827854], [23.799964, -26.430945, -3.359834], [24.024819, -26.017435, -2.025342], [24.839819, -23.914160, -5.674692], [23.755067, -23.468005, -4.374979], [23.213566, -23.303899, -6.081503], [22.079228, -29.231099, -5.307150], [22.972350, -28.802724, -3.833891], [23.627663, -28.377516, -5.383443], [24.448239, -26.848904, -1.457755], [23.213124, -25.596059, -1.431624], [24.777938, -25.217166, -2.060269], [31.114678, -27.732289, -10.920507], [30.135506, -26.751453, -11.231295], [28.711676, -27.145070, -11.869583], [27.913490, -25.962347, -12.200578], [29.115690, -28.082132, -13.095801], [29.740928, -27.473425, -14.225052], [28.105131, -28.165630, -10.809633], [27.876334, -27.708721, -9.476442], [31.176690, -27.824324, -9.838026], [32.061192, -27.379368, -11.335990], [30.984958, -28.709532, -11.389106], [29.360006, -27.902848, -15.147612], [30.820960, -27.620383, -14.178356], [29.536613, -26.400645, -14.234237], [28.296335, -28.457594, -8.801667], [26.824152, -27.519215, -9.286345], [28.407019, -26.782191, -9.235359], [29.660269, -27.031846, -4.644420], [30.151837, -28.572824, -5.435301], [30.812876, -28.232223, -7.025918], [30.876135, -28.992117, -4.750114], [29.286149, -29.202510, -5.605399], [28.430068, -22.929786, -5.372303], [28.526573, -23.198935, -3.599418], [27.484857, -24.516522, -3.091225], [29.554548, -23.479984, -3.413045], [28.207850, -22.258161, -3.172228], [26.533964, -25.254996, -8.008849], [26.754079, -25.737304, -6.676495], [25.722188, -26.724118, -6.207335], [26.012187, -28.072400, -6.584779], [27.139843, -24.479429, -8.074950], [27.758657, -26.163269, -6.568728], [26.747061, -24.869713, -6.007296], [24.689729, -26.465008, -6.465894], [25.739447, -26.664516, -5.111117], [25.600233, -28.186276, -7.453769], [24.435909, -25.057359, -9.913610], [23.984982, -23.725338, -10.098697], [23.151441, -23.734070, -11.345193], [23.964528, -23.928581, -12.503845], [25.163775, -25.145098, -9.278985], [23.386362, -23.463037, -9.217061], [24.807440, -23.010148, -10.151384], [22.553642, -22.828374, -11.466113], [22.398825, -24.533803, -11.310944], [24.440311, -24.752181, -12.312467], [24.517693, -29.346451, -8.680759], [23.565740, -29.524538, -7.645128], [22.497878, -30.531216, -7.996550], [21.622561, -30.084867, -9.030506], [24.122946, -28.894343, -9.435371], [24.054727, -29.791657, -6.707999], [23.104557, -28.554498, -7.411769], [21.861794, -30.640903, -7.109764], [22.967642, -31.471054, -8.295364], [21.711132, -30.658625, -9.793618]],
  "forces_ev_per_a": [[0.014, 0.075, -0.895], [0.585, -0.138, 0.893], [-0.870, -0.054, -0.083], [-0.098, 0.377, 0.070], [-0.021, 0.243, 0.500], [-0.408, -0.339, 0.190], [0.804, 0.311, -0.458], [0.126, -0.675, 0.510], [0.001, 0.189, -0.086], [-0.328, 0.133, -0.037], [0.287, -0.471, 0.312], [0.031, -0.034, -0.043], [0.072, 0.035, -0.039], [0.212, 0.097, -0.139], [0.333, 0.182, -0.286], [-0.387, 0.160, 0.081], [-0.231, -0.033, -0.413], [-0.625, -0.518, -0.608], [0.393, -0.003, 0.161], [0.334, 0.880, 0.212], [0.127, -0.462, -0.038], [-0.625, -1.231, -0.414], [0.344, 0.872, -0.150], [0.061, 0.699, -0.373], [0.239, -0.483, 0.270], [-0.021, 0.056, 0.014], [0.355, -0.029, 0.447], [0.007, 0.379, 0.319], [-0.171, -0.065, 0.069], [-0.051, -0.125, 0.126], [0.046, -0.264, 0.095], [0.038, 0.167, 0.240], [-0.370, 0.071, -0.086], [-0.064, 0.000, -0.241], [1.219, 0.599, -0.144], [-1.009, -0.508, 0.162], [-0.131, -0.368, 0.585], [-0.163, -0.332, -0.720], [0.350, 0.275, -0.136], [-0.292, -0.241, -1.220], [0.659, 0.731, -0.491], [-0.234, -0.671, 0.789], [0.081, -0.208, 0.051], [-0.567, 0.069, -0.081], [-0.448, 0.079, 0.216], [-0.128, 0.393, 0.271], [0.092, -0.151, 0.150], [0.166, -0.083, 0.779], [0.002, 0.068, -0.074], [0.007, 0.154, -0.092], [0.285, 0.159, -0.375], [0.013, 0.931, -0.292], [-0.877, -0.578, 0.408], [0.576, 1.415, -0.432], [0.243, -0.229, -0.274], [-0.192, -0.948, -0.876], [0.889, 1.213, 0.949], [0.270, -0.144, 1.215], [-0.147, -0.531, -0.509], [-0.011, -0.317, -0.222], [0.330, -0.338, 0.131], [-0.084, -0.065, 0.375], [-0.182, 0.034, -0.180], [-0.299, -0.384, -0.388], [-0.367, -0.337, -0.329], [-0.051, 0.288, 0.050], [0.052, 0.004, -0.047], [-0.051, 0.173, 0.349], [0.291, 0.091, -0.139], [-0.759, -0.199, 0.275], [0.150, 0.055, -0.050], [0.438, -0.300, -0.081], [0.082, 0.797, 0.521], [1.173, -0.703, -0.180], [-0.770, -0.149, 0.094], [1.306, 0.628, 0.932], [-0.092, -0.041, -0.142], [-0.336, -0.095, 0.021], [0.019, 0.177, 0.146], [-0.228, 0.268, 0.063], [-0.505, 0.341, 0.169], [-0.341, 0.165, 0.190], [-0.107, -0.102, -0.220], [-0.603, -0.301, -0.702], [-0.006, -0.179, 0.069], [0.726, -0.021, -0.175], [-0.625, 0.246, -0.448], [0.523, -0.170, 0.373], [0.327, -0.091, 0.164], [-0.624, -0.372, 0.661], [0.204, 0.635, -0.141], [0.214, -0.042, -1.275], [0.440, 0.307, 0.885], [0.082, -0.124, -0.021], [0.031, 0.186, 0.329], [-0.627, 0.036, 0.086], [-0.140, -0.193, 0.159], [-0.038, -0.095, 0.073], [-0.011, -0.041, -0.076], [-0.353, -0.125, -0.051], [-0.033, -0.211, -0.199], [-0.047, 0.032, -0.341], [-0.113, -0.377, -0.093], [-0.389, 0.687, 0.275], [0.386, -0.087, -0.171], [0.171, -0.286, -0.350], [-0.084, -0.001, 0.295], [-0.002, -0.089, 0.225], [0.078, 0.106, -1.024], [-0.171, -0.073, 0.157], [-0.011, 0.170, 0.310], [0.101, -0.143, 0.404], [0.464, 0.026, 0.597], [-0.147, 0.625, -0.098], [0.127, -0.105, 0.567], [-0.165, 0.226, -0.233], [-0.473, -0.326, -0.654], [-0.095, -0.212, -0.152], [-0.166, -0.177, 0.049], [0.390, 0.132, -0.336], [0.035, -0.262, -0.111], [0.231, -0.365, -0.027], [0.128, -0.522, -0.508], [-0.218, -0.407, 1.032], [-0.452, -0.064, -0.561], [-0.019, -0.115, 0.365], [0.075, 0.390, 0.170], [-0.204, 0.303, -0.159], [0.083, -0.018, -0.192], [0.433, 0.231, -0.073], [0.178, -0.088, 0.324], [0.045, 0.208, -0.195], [0.498, -0.038, 0.045], [-0.744, 0.741, -0.392], [-0.333, 0.091, 0.148], [0.271, 0.300, -0.116], [-0.222, -0.005, 0.155], [0.423, -0.348, -0.402], [-0.153, -0.165, -0.206], [0.199, -0.406, 0.014], [-0.072, -0.115, 0.284], [0.015, -0.003, -0.049]],
  "mulliken_charge": [-0.030, -0.471, 0.776, -0.796, -0.015, -0.764, -0.104, -0.310, 0.163, 0.063, 0.106, 0.216, 0.275, 0.403, 0.266, 0.400, -0.317, -0.713, 0.490, 0.576, -0.777, -0.389, 0.844, -0.308, -0.724, 0.420, 0.264, 0.027, -0.109, -0.388, -0.137, 0.277, 0.321, 0.257, 0.450, -0.377, 1.001, -0.629, -0.111, -0.708, -0.368, -0.714, -0.308, 0.360, -0.373, 0.394, 0.316, 0.063, 0.306, 0.267, 0.275, -0.253, -0.376, 0.319, -0.015, -0.429, -0.610, -0.418, -0.373, 0.320, 0.314, -0.077, 0.292, 0.299, 0.171, 0.308, 0.284, 0.011, -0.740, 0.427, 0.487, -0.897, -0.138, -0.231, 0.203, -0.906, 0.052, 0.335, 0.255, 0.286, 0.372, -0.283, 0.243, 0.379, 0.230, -0.615, -0.040, 0.904, -0.600, -0.386, -0.762, -0.246, -0.051, -0.018, 0.330, 0.335, 0.270, 0.262, 0.308, 0.112, -0.138, 0.230, -0.123, 0.026, -0.118, 0.481, -0.314, -0.044, -0.705, -0.016, 0.319, 0.398, 0.302, -0.222, 1.499, 0.980, 0.284, 0.035, -0.604, -0.755, -0.289, -0.587, -0.265, 0.168, -0.744, -0.593, 0.187, 0.179, 0.030, 0.431, 0.216, 0.318, -0.349, 2.842, -1.038, -0.586, 0.270, -1.104, -0.896, 0.183, 0.493, 0.339],
  "largest_force_ha_per_bohr": 0.0346,
  "charge": 0,
  "smiles": "COP(=O)(OC)OC.COP(=O)(OC)OC.COP(=O)(OC)OC.COP(=O)(OC)OC.COP(=O)(OC)OC.COP(=O)(OC)OC.ClCCl.ClCCl.OCCO.OCCO.OCCO",
  "total_energy_ha": -7182.8390,
  "gap_ha": 0.3707,
  "e_homo_ev": -9.8
}

Entry 2:
{
  "formula": "C8H10O",
  "method": "ωB97M-V/def2-TZVPD",
  "symbols": ["C", "C", "C", "C", "C", "C", "C", "C", "O", "H", "H", "H", "H", "H", "H", "H", "H", "H", "H"],
  "positions_angstrom": [[1.023754, 0.567578, -1.830406], [0.935559, 0.500335, -0.517078], [1.677613, -0.499237, 0.276715], [0.120970, 1.440917, 0.275685], [-1.091446, 0.758071, 0.849586], [-1.685135, -0.221313, -0.134705], [-1.695025, -1.459748, 0.187833], [-1.452998, -2.622030, 0.655859], [-1.344869, -3.728712, 1.014409], [1.784423, 0.038249, -2.379172], [0.345091, 1.239620, -2.486112], [2.818688, -0.250070, 0.256367], [1.533769, -1.490313, 0.074627], [1.266384, -0.373686, 1.234222], [-0.058061, 2.273247, -0.445035], [0.851753, 1.777981, 1.100218], [-1.772897, 1.605523, 1.123271], [-1.151187, 0.249251, 1.868394], [-2.106384, 0.194340, -1.124677]],
  "forces_ev_per_a": [[-1.055, 1.440, -1.875], [0.449, -0.442, -1.090], [2.813, 2.572, 0.285], [1.984, 0.683, 0.470], [-2.400, 1.059, 1.705], [-0.671, 3.107, -1.036], [0.003, -2.580, -0.234], [-0.627, 0.059, -0.037], [0.299, -0.129, 0.110], [-0.114, -0.529, -0.129], [1.319, -0.887, 1.348], [-1.962, -0.558, 0.313], [-0.300, -2.546, -1.220], [0.189, -0.013, 1.885], [-0.564, -0.268, 1.074], [-1.346, 0.014, -1.017], [-0.120, -0.593, -0.759], [1.405, 0.382, -1.304], [0.699, -0.771, 1.514]],
  "mulliken_charge": [-0.938, 0.827, -1.489, -0.843, -0.560, -0.144, -0.427, 0.701, -0.465, 0.321, 0.205, 0.276, 0.391, 0.460, 0.389, 0.314, 0.308, 0.397, 0.277],
  "largest_force_ha_per_bohr": 0.0743,
  "charge": 0,
  "smiles": "C=C(C)CCC=C=C=O",
  "total_energy_ha": -385.9270,
  "relative_energy_kcal_mol": 92.1,
  "gap_ha": 0.3067,
  "e_homo_ev": -8.6
}